No. 1
{
  "formula": "C12H15Cl2N3O2",
  "method": "the ωB97M-V functional and the def2-TZVPD basis",
  "symbols": ["N", "C", "C", "C", "C", "C", "H", "H", "H", "H", "H", "N", "C", "C", "C", "C", "C", "H", "H", "H", "H", "H", "C", "N", "O", "O", "H", "H", "H", "C", "Cl", "Cl", "H", "H"],
  "coordinates": [[-0.943, -8.605, 14.314], [-0.467, -7.551, 13.663], [0.832, -7.095, 13.772], [1.706, -7.803, 14.577], [1.226, -8.895, 15.289], [-0.105, -9.240, 15.141], [-1.183, -7.052, 13.018], [1.171, -6.222, 13.230], [2.741, -7.510, 14.699], [1.896, -9.511, 15.873], [-0.528, -10.077, 15.687], [-7.514, -3.714, 11.689], [-8.196, -4.557, 12.448], [-8.653, -5.793, 12.025], [-8.352, -6.170, 10.720], [-7.649, -5.294, 9.915], [-7.265, -4.071, 10.440], [-8.367, -4.191, 13.457], [-9.250, -6.430, 12.661], [-8.681, -7.118, 10.314], [-7.398, -5.614, 8.912], [-6.703, -3.388, 9.813], [-0.111, -4.137, 9.635], [1.174, -4.026, 10.379], [1.951, -3.157, 10.053], [1.364, -4.858, 11.246], [-0.158, -3.415, 8.832], [-0.895, -4.010, 10.374], [-0.162, -5.155, 9.257], [-4.538, -5.009, 12.796], [-3.367, -4.496, 11.578], [-3.848, -6.268, 13.839], [-4.778, -4.155, 13.416], [-5.424, -5.415, 12.326]],
  "charge": 0,
  "orbital_gap_ev": 9.7,
  "smiles": "C[N+](=O)[O-].c1ccncc1.c1ccncc1.ClCCl"
}

No. 2
{
  "formula": "C25H31BIrN8Te",
  "method": "the ωB97M-V functional and the def2-TZVPD basis",
  "symbols": ["Ir", "C", "C", "C", "C", "N", "N", "B", "N", "C", "C", "C", "C", "N", "N", "C", "C", "C", "C", "N", "N", "C", "C", "C", "C", "N", "H", "H", "H", "H", "H", "H", "H", "H", "H", "H", "H", "H", "H", "H", "H", "H", "H", "H", "H", "H", "C", "C", "C", "C", "C", "C", "Te", "C", "C", "C", "H", "H", "H", "H", "H", "H", "H", "H", "H", "H", "H"],
  "coordinates": [[-0.034, 0.793, 1.468], [-3.437, -0.205, 1.190], [-2.767, 0.496, 0.059], [-3.252, 0.726, -1.219], [-2.294, 1.498, -1.862], [-1.288, 1.726, -1.015], [-1.567, 1.106, 0.159], [-0.013, 2.582, -1.091], [0.040, 3.434, 0.200], [0.018, 4.765, 0.354], [0.045, 5.057, 1.706], [0.075, 3.825, 2.355], [0.089, 3.538, 3.819], [0.075, 2.863, 1.423], [1.188, 1.613, -1.052], [2.156, 1.357, -1.932], [3.054, 0.468, -1.360], [2.564, 0.201, -0.087], [3.119, -0.664, 0.988], [1.430, 0.904, 0.068], [0.090, 3.460, -2.297], [1.137, 4.290, -2.581], [0.888, 4.864, -3.793], [-0.359, 4.333, -4.210], [-1.121, 4.606, -5.465], [-0.821, 3.492, -3.304], [-4.385, -0.618, 0.856], [-3.623, 0.486, 2.014], [-2.831, -1.025, 1.578], [-4.185, 0.371, -1.621], [-2.271, 1.920, -2.853], [-0.024, 5.432, -0.491], [0.045, 6.030, 2.166], [0.129, 4.472, 4.372], [0.957, 2.938, 4.097], [-0.814, 3.005, 4.122], [2.161, 1.808, -2.911], [3.947, 0.063, -1.803], [4.147, -0.931, 0.759], [2.541, -1.585, 1.067], [3.091, -0.155, 1.952], [1.970, 4.402, -1.904], [1.503, 5.569, -4.327], [-0.599, 5.320, -6.096], [-2.114, 4.990, -5.232], [-1.274, 3.681, -6.020], [0.237, -8.032, 1.105], [0.198, -6.538, 1.202], [1.203, -5.828, 1.856], [1.149, -4.452, 2.017], [2.278, -3.726, 2.696], [0.039, -3.792, 1.485], [-0.318, -1.797, 2.072], [-0.946, -4.442, 0.744], [-2.083, -3.710, 0.079], [-0.847, -5.819, 0.628], [1.133, -8.447, 1.560], [0.189, -8.352, 0.063], [-0.636, -8.465, 1.597], [2.050, -6.365, 2.265], [2.910, -4.415, 3.251], [1.910, -2.965, 3.394], [2.902, -3.230, 1.952], [-1.826, -2.662, -0.113], [-2.984, -3.742, 0.697], [-2.325, -4.173, -0.875], [-1.616, -6.350, 0.079]],
  "s_squared": 0.786,
  "charge": 2,
  "spin_multiplicity": 2,
  "orbital_gap_ev": [5.6, 5.1]
}

No. 3
{
  "formula": "C27H31Br2IrN4O2Te",
  "method": "the ωB97M-V functional and the def2-TZVPD basis",
  "symbols": ["Ir", "Br", "C", "C", "C", "N", "C", "C", "C", "C", "C", "Br", "C", "C", "N", "H", "H", "H", "H", "H", "H", "C", "C", "C", "C", "C", "C", "Te", "C", "C", "C", "H", "H", "H", "H", "H", "H", "H", "H", "H", "H", "H", "N", "C", "N", "C", "C", "O", "C", "C", "H", "H", "H", "H", "H", "H", "H", "H", "C", "C", "C", "O", "H", "H", "H", "H", "H", "H"],
  "coordinates": [[-0.069, 0.468, -0.135], [-1.686, -6.227, -0.555], [-1.231, -4.421, -0.410], [-0.322, -4.000, 0.550], [-0.023, -2.654, 0.607], [-0.570, -1.753, -0.209], [-1.450, -2.157, -1.132], [-1.804, -3.490, -1.264], [-2.016, -1.085, -1.995], [-2.977, -1.336, -2.958], [-3.458, -0.283, -3.724], [-4.755, -0.595, -5.027], [-2.969, 0.998, -3.509], [-2.017, 1.167, -2.527], [-1.546, 0.158, -1.787], [0.138, -4.699, 1.232], [0.683, -2.274, 1.336], [-2.509, -3.818, -2.011], [-3.362, -2.330, -3.122], [-3.322, 1.841, -4.084], [-1.608, 2.147, -2.318], [6.253, 4.042, -2.117], [4.870, 3.768, -1.601], [4.503, 4.108, -0.303], [3.217, 3.892, 0.178], [2.871, 4.301, 1.584], [2.284, 3.289, -0.675], [0.312, 3.081, 0.032], [2.619, 2.926, -1.987], [1.625, 2.362, -2.964], [3.915, 3.175, -2.422], [6.893, 4.462, -1.343], [6.219, 4.749, -2.946], [6.721, 3.131, -2.494], [5.234, 4.572, 0.349], [3.720, 4.778, 2.069], [2.583, 3.441, 2.194], [2.044, 5.015, 1.600], [0.940, 1.653, -2.493], [2.135, 1.842, -3.774], [1.026, 3.159, -3.412], [4.180, 2.917, -3.441], [1.985, -0.089, -0.403], [3.099, -0.391, -0.547], [4.346, -0.690, -0.672], [4.810, -2.067, -0.939], [6.009, -2.346, -0.047], [6.999, -1.357, -0.227], [6.540, -0.082, 0.171], [5.385, 0.364, -0.706], [5.096, -2.135, -1.990], [3.994, -2.761, -0.742], [6.455, -3.301, -0.316], [5.696, -2.384, 1.004], [7.375, 0.608, 0.065], [6.229, -0.102, 1.224], [5.716, 0.482, -1.740], [4.948, 1.302, -0.363], [-1.632, 0.311, 4.201], [-0.646, 0.387, 3.087], [0.789, 0.650, 3.414], [-1.018, 0.195, 1.929], [-1.472, 1.112, 4.922], [-1.472, -0.632, 4.734], [-2.648, 0.328, 3.818], [0.883, 1.523, 4.060], [1.383, 0.772, 2.509], [1.173, -0.200, 3.985]],
  "s_squared": 6.013,
  "charge": 2,
  "spin_multiplicity": 5,
  "orbital_gap_ev": [7.0, 6.1],
  "relative_energy_kj_mol": 0.0
}

No. 4
{
  "formula": "C25H30N3O5S4Sr",
  "method": "the ωB97M-V functional and the def2-TZVPD basis",
  "symbols": ["Sr", "N", "C", "C", "C", "C", "C", "C", "S", "O", "O", "N", "C", "S", "C", "C", "N", "H", "H", "H", "H", "H", "H", "H", "H", "C", "S", "C", "O", "H", "H", "H", "H", "H", "H", "C", "C", "O", "H", "H", "H", "H", "H", "H", "O", "S", "C", "C", "C", "C", "C", "C", "C", "C", "C", "C", "C", "C", "H", "H", "H", "H", "H", "H", "H", "H", "H", "H"],
  "coordinates": [[0.162, 1.006, 0.131], [-5.330, 7.462, -1.759], [-4.519, 6.408, -1.442], [-3.320, 6.616, -0.744], [-2.519, 5.553, -0.387], [-2.906, 4.262, -0.722], [-4.088, 4.035, -1.420], [-4.890, 5.097, -1.776], [-1.894, 2.890, -0.316], [-2.651, 1.843, 0.347], [-0.797, 3.412, 0.511], [-1.277, 2.185, -1.579], [-0.170, 2.748, -2.156], [-0.219, 4.205, -3.114], [1.491, 4.086, -3.326], [1.958, 2.990, -2.696], [1.021, 2.221, -2.035], [-4.971, 8.397, -1.684], [-6.075, 7.325, -2.417], [-3.024, 7.623, -0.480], [-1.594, 5.712, 0.150], [-4.377, 3.023, -1.675], [-5.816, 4.923, -2.311], [2.051, 4.809, -3.895], [2.992, 2.680, -2.686], [-2.819, -2.707, -1.405], [-2.252, -1.003, -1.512], [-1.474, -1.082, -3.131], [-1.108, -0.945, -0.531], [-1.951, -3.365, -1.427], [-3.499, -2.913, -2.230], [-3.344, -2.803, -0.457], [-2.244, -1.210, -3.890], [-0.755, -1.899, -3.154], [-0.983, -0.118, -3.266], [-1.491, 0.420, 4.765], [-0.364, 0.950, 3.907], [-0.628, 0.750, 2.508], [-1.272, 0.591, 5.819], [-1.629, -0.649, 4.606], [-2.426, 0.933, 4.531], [0.566, 0.419, 4.107], [-0.193, 2.013, 4.096], [-1.505, 1.113, 2.311], [2.039, -0.538, 0.240], [2.109, -1.805, -0.571], [3.811, -2.345, -0.477], [4.579, -2.004, 0.625], [5.895, -2.434, 0.680], [6.420, -3.197, -0.356], [5.641, -3.525, -1.456], [4.325, -3.090, -1.526], [1.335, -3.067, 0.436], [1.101, -4.316, -0.116], [0.469, -5.282, 0.652], [0.070, -4.986, 1.950], [0.303, -3.726, 2.484], [0.939, -2.755, 1.725], [4.147, -1.401, 1.414], [6.511, -2.174, 1.529], [7.448, -3.531, -0.309], [6.059, -4.107, -2.266], [3.712, -3.314, -2.390], [1.413, -4.537, -1.130], [0.288, -6.265, 0.240], [-0.425, -5.741, 2.545], [-0.012, -3.499, 3.494], [1.121, -1.763, 2.116]],
  "charge": 1,
  "orbital_gap_ev": 8.4
}

> Number 3 is which compound?

C27H31Br2IrN4O2Te